Entry 1
24
Properties=species:S:1:pos:R:3:lowdin_charge:R:1 method="wB97M-V/def2-TZVPD" gap_ev=9.3516 lumo_ev=0.68
C -2.0804 -0.6153 -1.0577 -0.037
S 4.8099 0.3708 0.1151 0.858
H -1.9729 0.9370 0.5801 0.145
H -1.6218 -0.3388 -1.9840 0.067
C 0.0183 2.0388 -0.4823 0.068
H 0.4596 -1.0829 -0.9148 0.142
O 4.7003 -0.8907 1.2335 -0.491
N 0.9727 -0.2001 -0.9126 0.143
H -3.1423 -0.3798 -1.0862 0.079
C -1.3170 0.1310 0.1259 -0.354
H -1.0013 -1.8294 1.0392 0.034
H 2.6986 1.0333 0.9352 0.096
H -0.2167 -0.5305 1.7849 0.040
H -2.0477 -0.9632 2.1595 0.156
C 2.3040 -0.3580 -0.7522 -0.581
C -0.0326 0.7132 -0.3691 -0.317
C 3.0390 0.7756 -0.1019 -0.381
H -1.9700 -1.6521 -1.0444 0.045
H 2.6995 1.5518 -0.8219 0.095
H -0.6336 2.6883 0.0100 0.043
H 0.8316 2.5742 -1.0754 0.090
C -1.1008 -0.8233 1.3235 -0.077
O 2.9002 -1.2678 -1.2788 0.047
H 4.9751 -1.7685 0.7680 0.091

Entry 2
24
Properties=species:S:1:pos:R:3:lowdin_charge:R:1 method="wB97M-V/def2-TZVPD" gap_ev=8.3852 lumo_ev=-0.22
H 2.2436 0.1155 -0.6138 0.161
O 0.4199 -0.8907 -2.9560 0.032
C -0.2042 0.7479 0.5503 -0.573
C 1.0105 -1.4976 0.2172 -0.273
H -2.0440 0.3360 2.5996 0.049
H 1.9202 -1.6087 0.6708 0.020
H -2.6902 3.6934 1.7558 0.156
H -0.5230 0.1240 -1.6817 0.171
H 0.4551 1.3927 1.0287 0.075
H 2.3662 -2.2690 -3.3895 0.194
H -2.4493 0.4431 0.1132 0.118
S -0.1752 -0.7662 1.5239 0.893
C -1.9219 2.8896 2.5245 -0.127
H -1.9539 2.0295 -0.0186 0.112
N 0.1298 0.4336 -0.8629 -0.051
C -2.2349 1.3273 2.1373 -0.291
H -2.2239 2.9259 3.6568 0.069
C 1.2703 -0.3329 -0.9572 -0.360
H 0.3985 -2.3253 -0.1154 0.062
O 2.5989 -1.7441 -2.4729 0.004
C 1.5230 -0.7621 -2.3152 -0.311
H -3.3382 1.2987 2.0024 0.087
H -0.7754 3.0925 2.2612 0.079
C -1.7163 1.1367 0.6465 -0.296

Stability check: which of them is least stable? entry 2.

Entry 1
23
Properties=species:S:1:pos:R:3:lowdin_charge:R:1 method="wB97M-V/def2-TZVPD" gap_ev=9.0311 lumo_ev=-0.19
H -3.6423 -0.9965 -0.7468 0.024
H 3.2726 -0.7502 -1.6641 0.100
Si -1.3963 -0.1438 -0.0473 0.361
H -1.1863 -0.2841 2.3862 -0.011
H -1.2326 1.2021 -2.2123 0.075
H 3.3137 0.5164 1.1794 0.047
C -2.6205 -1.3365 -0.8240 -0.247
H -2.6055 -2.3923 -0.5365 0.027
O 1.5934 0.0467 -1.1691 -0.413
H -2.2285 1.0941 1.9621 0.050
H -2.2499 2.1197 -0.9609 0.047
H -0.3496 1.8167 -0.7454 -0.006
H 3.5659 -1.0628 0.5918 0.040
C 2.9775 0.0856 -1.0297 -0.426
H -2.9071 -0.6694 1.8940 0.018
C -1.3301 1.4638 -1.0599 -0.224
P 0.6628 -1.1703 0.3293 0.870
H 4.7194 0.2540 0.1816 0.078
H -2.3229 -1.4227 -1.8778 0.024
C 3.6653 -0.0136 0.3368 -0.118
C -2.0425 -0.0231 1.7490 -0.247
H 3.2555 0.9202 -1.6112 0.089
H 0.5130 -2.2098 -0.5642 -0.158

Entry 2
23
Properties=species:S:1:pos:R:3:lowdin_charge:R:1 method="wB97M-V/def2-TZVPD" gap_ev=9.8026 lumo_ev=0.67
H -0.9653 -1.5315 -1.9923 0.017
H -0.6933 0.0043 -2.5060 0.036
C -1.7877 1.7775 -0.2638 -0.160
C 2.8532 -0.0875 1.6756 -0.393
C -1.3709 -0.5600 -1.8763 -0.168
O -0.1000 -0.4616 0.6288 -0.135
C 3.9638 -0.1992 -0.9192 -0.368
H -1.2027 2.1696 -1.0661 0.014
C -2.8676 -0.8083 0.9187 -0.155
H -3.8134 -0.7104 0.4256 0.022
H 4.2488 0.7479 -0.9089 -0.063
Si -1.4843 -0.0731 -0.1209 0.334
H -2.7078 -0.2570 1.8156 0.015
H 3.7546 0.2505 2.2168 0.033
H 4.0510 -0.6624 -1.8819 -0.032
H -2.6173 -1.9212 1.0767 0.066
H -1.4005 2.3012 0.5305 -0.013
H 2.0894 -0.4129 2.4455 0.034
H -2.8754 2.0109 -0.5124 0.069
P 3.0168 -1.0851 0.1036 0.826
H -0.2734 -0.9320 1.3697 -0.009
H -2.2443 -0.3861 -2.4964 0.040
H 2.4264 0.8266 1.3373 -0.008

Stability check: which of them is least stable? entry 1.